1.
150
Properties=species:S:1:pos:R:3 method="wB97M-V/def2-TZVPD" charge=0 e_tot_ha=-2693.02936 homo_energy_ev=-9.105 largest_force_ev_per_a=4.516
H -6.5178 -2.5722 -3.4160
C -0.9205 1.0712 -6.1783
C 5.1099 -0.4048 1.2427
C -0.6819 5.7049 5.0111
H -1.2164 4.3115 0.1652
H 3.6385 3.8715 -1.8078
C 5.3425 4.8843 -2.6155
H 1.1066 4.7860 2.9893
H 4.6795 2.0539 -7.0681
H -0.2085 2.1237 -3.7546
H -4.2158 -4.2134 1.6366
H 0.3938 -1.0469 1.8347
H 0.0149 0.6432 1.6056
O 2.1533 -2.4469 -2.4822
C -3.6624 -4.6513 3.5453
H -0.9296 -3.7515 3.7351
C 2.0503 -6.5761 1.2495
C -1.0462 2.6797 -4.1756
C 5.2886 -0.2902 -0.2617
H -5.4646 -3.7951 -2.6941
H 4.2576 6.5458 -1.8344
H 1.9607 -7.5037 1.8149
C -0.8017 -4.0086 2.6836
C -4.2304 3.2177 -1.2824
H -6.2493 -1.4775 -0.8413
H 0.8266 0.7472 -1.4436
C -6.2051 -3.0257 -2.4755
H 3.9321 1.0991 -4.4817
N -3.9545 -4.7898 4.6586
H 3.9434 3.3768 -5.4215
O 5.7772 4.6487 -3.7478
C -5.1918 -1.5601 1.8709
C -0.1168 -1.0282 6.1668
H -1.4883 2.7500 -0.6257
C -3.5872 -1.4385 -2.9999
H -4.5326 -2.1028 3.9441
H 5.7555 -1.3628 -2.0873
H -2.9741 3.7459 1.8447
C 1.1368 4.3392 3.9830
H 0.0477 -3.3882 2.3973
H -5.3111 0.7341 3.3785
H -4.7614 0.1186 4.8439
H 4.9745 2.8014 -2.4200
H 3.2890 -4.2948 0.2779
C -2.9616 3.2132 0.8938
N -4.3923 2.6197 -2.2846
H 3.2578 2.8237 -7.8368
C 2.8085 -4.0679 1.2296
H 2.7349 1.9924 -3.6502
C 3.5918 2.1252 -7.0695
C -4.6739 -0.8606 -2.1832
C 5.4759 -1.6006 -1.0610
C 3.1452 2.6834 -5.6865
H 2.3926 1.4500 -1.2218
C -1.5770 3.2938 0.3148
N -2.7681 -1.8506 -3.6950
H 0.4173 -4.0802 -1.4192
H -0.9293 -2.9140 -1.7063
H -0.7769 2.8702 0.9217
C 1.6446 0.0360 0.3157
H 4.4698 -2.0170 -1.1109
H -5.7654 -2.4798 1.7557
H 3.4239 -3.4025 1.8351
H 0.1940 -3.1622 5.7183
H 1.3365 0.1451 7.2284
H -4.9597 -2.5719 -0.7972
H 1.8507 -3.6128 0.9773
H -2.3194 -2.5638 2.1999
H -5.6636 -0.7325 1.3412
H 4.1958 -0.8926 1.5810
H -3.2493 2.1871 1.1227
C -0.7970 -0.6051 0.2397
H -4.2000 -0.1239 -1.5345
H 2.1814 4.0947 4.1755
H -0.6104 -5.0814 2.7049
H -0.6706 3.2875 3.5362
H 2.7310 -6.8321 0.4376
C 0.3278 -0.2605 1.0827
H 5.1594 3.7507 -0.8895
C -3.9994 3.9265 0.0027
H -0.8331 -0.8240 5.3709
H 1.9673 -0.9255 -0.0838
C 0.2994 3.0750 3.9859
N -0.2673 -6.2095 -0.0040
C -0.0585 -3.4099 -2.1351
C -4.6207 -0.0126 3.7710
H 3.5343 -5.6728 2.5079
H 5.8605 6.1657 -1.1409
H -0.6424 -1.2063 7.1050
N -1.8151 6.0073 4.9530
H -0.0838 0.4340 -5.8920
C 2.9675 0.8584 -7.4539
C -1.7905 1.6365 -5.0508
C 0.7544 -2.2460 5.9045
N 2.2008 -1.9598 3.6923
H 0.7241 2.1880 3.5158
N 2.3895 -0.1038 -7.7245
H -0.4129 -0.8306 -2.7403
H -4.9298 4.0656 0.5533
C -5.1651 -1.3762 3.4340
H 2.3741 0.2909 1.0845
C -3.2615 0.2276 3.2830
H -4.2182 -1.7270 1.4101
H -6.1498 -1.4402 3.8971
H 5.7683 7.0437 -2.6658
C -0.4942 3.8818 -4.8208
N -2.1646 0.3689 2.8860
H -1.4881 0.3204 -6.7281
N -1.7275 -0.8898 -0.4374
H 2.2362 0.8482 -4.9239
H 5.0778 0.6063 1.6487
H 1.4328 6.1236 5.0426
H -7.0726 -3.5377 -2.0590
C 2.6021 -5.4177 2.0041
C 0.7307 0.2536 6.3287
H 1.9369 -5.2195 2.8445
H 5.9565 -0.9526 1.6566
C -2.0471 -3.5706 1.8834
H -1.7135 2.9904 -3.3716
H 1.0301 2.0238 -0.1986
H -3.5948 4.9086 -0.2418
H -0.0696 -1.5774 -4.3421
H 0.9463 4.6911 5.9477
H 0.1536 2.7368 5.0117
C 2.9749 1.5967 -4.6371
H 1.1916 -0.5383 -3.6420
H -0.3569 -4.0643 -2.9540
C 1.4890 1.1626 -0.6841
C 0.7512 -6.3633 0.5665
H -3.0958 -5.5130 1.8289
C 5.2881 6.2734 -2.0622
H 6.0403 -2.3842 -0.5555
C 0.7403 5.2818 5.0551
C 0.9358 -2.3703 -2.6643
C -5.5327 -1.9674 -1.5004
C -3.2970 -4.4918 2.1526
H 1.3248 -2.4825 6.8027
H -1.8154 -3.5301 0.8191
N -0.0823 4.8261 -5.3489
C 0.3597 -1.2041 -3.4123
C 1.5597 -2.1165 4.6503
C 4.7144 3.7141 -1.8838
H 0.0026 1.0453 6.5049
H 2.2577 3.2850 -5.8829
H -2.2434 0.8129 -4.4989
H 1.2838 0.5520 5.4381
O 5.1658 0.7858 -0.8570
H -0.5033 1.8481 -6.8189
H -5.2591 -0.2512 -2.8719
H -2.6528 2.1438 -5.4835

=====

2.
164
Properties=species:S:1:pos:R:3 method="wB97M-V/def2-TZVPD" charge=0 e_tot_ha=-8159.91230 homo_energy_ev=-9.142 largest_force_ev_per_a=4.391
C 0.0246 -4.3853 2.0374
O 0.4216 3.4694 5.9671
H -0.0642 -3.3732 1.6428
N -1.0860 -2.2232 6.2488
C 2.5576 4.2785 -4.3565
H -3.0535 -2.6621 6.5565
N -0.3226 5.5880 -2.3905
H 3.5190 -5.6689 -6.8353
H -5.3332 -1.2239 0.3250
C 1.4350 -4.5942 2.5902
N 2.6829 3.0311 -3.6671
C -2.2168 1.0157 -4.8186
C 0.1453 0.2740 0.2763
H -6.9019 1.5890 4.3264
H -3.7167 1.8138 -3.5704
C 2.4755 -5.2099 -2.6947
H -3.6033 -1.1455 4.4518
C 5.1442 2.8232 5.1293
H -7.0256 -1.6481 -0.1439
C 5.0811 -1.5611 -1.7608
H 5.0432 -6.5660 -6.3469
H 5.6958 -0.9910 0.1401
H -0.2750 -1.8212 -0.3362
H -2.8419 0.1403 -4.6427
C 3.9081 1.9675 4.8712
C -2.0732 -2.7717 -5.6598
C -1.2210 -0.9613 6.6096
H 0.1493 -4.7826 -4.1972
H -0.8200 -3.8039 -2.6368
C 4.3447 5.2782 0.0486
C 2.5753 -5.3228 -4.1585
H 0.9168 -2.4921 6.7440
H -1.8806 3.1051 -1.1957
C -0.3236 -4.4066 -5.1176
H -2.5253 3.0982 -4.0951
H -5.0644 -4.2670 -1.8517
C -2.9855 3.2050 5.0205
C 4.1573 -1.2390 -2.8456
H 5.4749 3.0380 2.8932
N 1.0813 4.4034 1.1082
H 3.3437 -7.1605 -5.9939
H 3.2799 -1.5827 0.6213
H -3.1347 2.7709 -0.2188
O -2.2712 -0.3109 6.6962
H -3.6912 0.0715 3.1106
H -3.5329 5.0472 -0.7563
C 0.1243 -6.9072 1.1152
H 1.1697 0.4748 -0.0372
N 4.2566 -0.6489 5.3271
Br -2.5072 -0.6271 -0.4334
H 6.0449 -1.6212 -2.2663
H 0.2884 -5.1971 0.1273
H 0.5697 -2.5624 4.9508
C -1.6340 -3.4521 -3.2706
H 0.0179 -3.8162 6.0970
H 4.4319 2.4318 -4.6949
H 4.9802 5.5726 -0.7866
C -0.5895 -0.8059 -0.5776
H -3.3747 4.8630 1.0117
C -4.2365 -0.6559 3.7119
H -1.0159 5.7333 0.5949
C 3.5998 -0.7111 0.0504
C -5.3249 0.1113 4.6799
H 5.9333 2.0883 5.2890
H 2.2071 -4.3809 -4.5652
H -1.0979 3.5238 2.7131
C -1.7350 5.9009 -0.2069
H 1.9439 -6.1262 -4.5377
H 5.0382 3.4482 6.0160
H -3.1047 -2.8487 -5.3161
C -0.7969 3.6248 5.9319
H 2.5753 5.7826 -1.1754
H -1.9757 -2.9992 -6.7213
C -5.3194 -1.9482 -2.7500
H -0.6885 -4.3852 2.8618
C 1.8740 5.0373 0.5198
C 4.9899 -0.6255 -0.6057
C -2.2343 3.3851 -0.2035
C 4.0212 -5.6193 -4.7158
H -4.5717 -1.4280 3.0194
H -1.6210 -2.3699 -3.1413
H -2.6460 -3.7830 -3.0373
H 6.5057 4.0515 4.0276
C 2.9370 5.8166 -0.1477
O 1.8210 1.6528 -2.0613
H -0.3925 1.2184 0.1926
H 1.2908 3.6117 -2.3392
C -6.0347 -1.3633 -0.4976
H 3.2468 2.2157 5.7014
N -6.4089 1.1366 1.3548
H -1.3580 -5.3663 0.7054
H -5.9724 -0.6207 5.1627
H 1.7849 5.0000 -4.0910
H -6.2810 -4.0814 -0.6194
O 0.0830 -4.5493 -6.2677
C -5.9169 1.3084 3.9534
C -2.2528 -3.1377 5.9902
H 2.3651 3.9217 -5.3683
C 0.2047 -2.7510 5.9604
H 3.4386 2.2218 3.9209
H 4.7903 5.8394 0.8699
H 3.5169 4.7955 -4.3821
N 0.4505 -8.0318 1.2841
C 4.0130 -6.3070 -6.1026
H -2.6987 1.1747 -6.8745
C -0.9395 2.8527 3.5573
C -6.2061 1.2297 2.5107
N 2.4291 -5.2366 -1.5267
H 4.5417 -6.3181 -4.0609
H -6.0899 -0.3814 -0.9678
H -4.7777 0.3735 5.5854
H 3.7575 1.3128 -3.5254
C 3.4981 2.0144 -4.3183
H -5.6088 -0.9032 -2.9411
H 4.9369 -2.6109 -1.5053
N -1.5199 3.3797 4.8302
C -3.1003 2.2154 -4.3747
C 5.5382 3.5895 3.8313
H 2.7884 -0.7494 -0.6765
H 1.6299 -4.5240 3.6603
H 4.9339 4.4479 3.5378
C -0.9065 5.7207 -1.4314
H 2.0450 -3.7398 2.2970
H -3.4544 3.2674 4.0385
H -4.5452 -3.6653 -0.2917
H 4.6238 -4.7136 -4.7839
H -1.6518 -1.7748 -5.5304
C -0.7893 2.0756 -6.4156
C -5.3638 -3.6414 -1.0109
C 4.1224 0.5056 5.0797
N -1.2814 -3.5704 -4.7332
H 0.1422 2.7574 3.6517
H 3.5526 0.1450 0.7235
H 4.2587 3.2586 -0.7953
H 4.1196 3.2203 0.9526
H -0.2766 -0.3972 6.6572
C -1.8239 1.0267 -6.2413
C -0.3134 -5.5145 0.9789
H -1.3364 0.0730 -6.4437
H -1.5186 3.0888 0.5634
C 4.5884 3.7473 0.1216
N 3.2458 -1.0711 -3.5603
C -2.8505 4.8033 0.0579
Br 0.0097 -0.3193 2.1337
H 5.2624 0.4010 -0.8511
H -3.8604 2.5496 -5.0808
H -1.3692 4.0486 6.7716
O -4.8753 -2.6939 -3.6209
C 1.8216 2.7055 -2.6700
H -1.3621 0.9799 -4.1431
H -3.1893 4.0808 5.6365
H 2.9260 1.4693 -5.0691
N -5.5502 -2.3048 -1.4686
H -1.3530 1.8669 3.3446
H -2.4255 -3.2580 4.9207
H -3.1131 2.2449 5.5206
H -2.2406 6.8656 -0.2501
H 1.9457 -5.5366 2.3922
H 2.6973 6.8218 0.1988
H -5.2338 2.1577 3.9687
H -0.2767 -0.6534 -1.6106
H -2.0858 -4.1597 6.3303
N 0.0023 2.8726 -6.5836
H 5.6537 3.5193 0.1577